(1)
{
  "formula": "C3H5NO",
  "method": "the ωB97M-V functional and the def2-TZVPD basis",
  "orbital_gap_ev": 9.820,
  "molar_mass_da": 71.1,
  "total_charge": 0,
  "fmax_ev_per_a": 1.7,
  "species": ["O", "N", "C", "C", "C", "H", "H", "H", "H", "H"],
  "positions_angstrom": [[-1.095, 1.606, 1.826], [-0.621, -0.539, -0.338], [-0.575, 1.306, 0.786], [0.056, -1.278, -1.100], [0.333, 0.125, 0.565], [-0.808, 1.790, -0.191], [0.726, -0.423, 1.424], [0.909, -1.860, -0.748], [-0.093, -1.201, -2.162], [1.170, 0.473, -0.062]],
  "nbo_charge": [-0.516, -0.422, 0.451, 0.020, -0.359, 0.112, 0.218, 0.136, 0.171, 0.190]
}

=====

(2)
{
  "formula": "C12H15N3OS",
  "method": "the ωB97M-V functional and the def2-TZVPD basis",
  "orbital_gap_ev": 7.618,
  "molar_mass_da": 249.3,
  "total_charge": 0,
  "fmax_ev_per_a": 14.8,
  "species": ["S", "O", "N", "N", "N", "C", "C", "C", "C", "C", "C", "C", "C", "C", "C", "C", "C", "H", "H", "H", "H", "H", "H", "H", "H", "H", "H", "H", "H", "H", "H", "H"],
  "positions_angstrom": [[-1.199, 0.910, -3.274], [-1.051, -0.826, 3.121], [1.231, 0.421, -3.966], [-0.001, 1.359, -5.734], [1.101, -0.110, -2.777], [2.703, -1.521, 5.132], [-0.340, -0.053, -0.758], [-1.976, 0.174, 1.179], [-0.239, -1.185, 4.067], [0.625, -0.657, 0.023], [1.665, -0.583, 5.540], [-0.718, -0.424, 1.959], [0.582, -0.659, 1.451], [0.613, -0.075, 4.463], [-1.500, 0.367, -0.285], [-0.089, 0.342, -2.188], [0.247, 0.872, -4.562], [3.305, -1.118, 4.313], [1.481, 0.248, 3.725], [-1.136, 1.388, -6.224], [2.273, 0.334, 6.203], [1.569, -0.651, -0.260], [-2.846, 0.282, 1.628], [-2.148, 0.693, -0.924], [0.108, 0.751, 4.924], [0.254, -1.867, 3.812], [1.092, -1.163, 1.982], [0.924, -1.060, 6.478], [3.398, -2.014, 5.960], [-1.085, -1.709, 4.957], [0.608, 1.117, -6.381], [2.090, -2.552, 4.821]],
  "nbo_charge": [0.218, -0.490, -0.321, -0.793, -0.255, -0.640, -0.158, -0.245, 0.013, -0.099, -0.380, 0.384, -0.303, -0.463, -0.120, -0.034, 0.345, 0.212, 0.226, 0.418, 0.205, 0.213, 0.202, 0.181, 0.230, 0.133, 0.169, 0.185, 0.236, 0.160, 0.385, 0.188]
}

=====

(3)
{
  "formula": "C32H48O24",
  "method": "the ωB97M-V functional and the def2-TZVPD basis",
  "orbital_gap_ev": 9.744,
  "molar_mass_da": 816.7,
  "total_charge": 0,
  "fmax_ev_per_a": 7.8,
  "species": ["O", "O", "O", "O", "O", "O", "O", "O", "O", "O", "O", "O", "O", "O", "O", "O", "O", "O", "O", "O", "O", "O", "O", "O", "C", "C", "C", "C", "C", "C", "C", "C", "C", "C", "C", "C", "C", "C", "C", "C", "C", "C", "C", "C", "C", "C", "C", "C", "C", "C", "C", "C", "C", "C", "C", "C", "H", "H", "H", "H", "H", "H", "H", "H", "H", "H", "H", "H", "H", "H", "H", "H", "H", "H", "H", "H", "H", "H", "H", "H", "H", "H", "H", "H", "H", "H", "H", "H", "H", "H", "H", "H", "H", "H", "H", "H", "H", "H", "H", "H", "H", "H", "H", "H"],
  "positions_angstrom": [[-2.217, 3.476, 6.681], [0.939, -4.083, -3.916], [1.496, 4.649, 1.246], [-7.410, 1.077, 1.625], [-5.174, -6.088, 3.220], [7.343, -1.439, -1.129], [-3.019, -5.525, 2.858], [7.610, -3.658, -1.620], [-7.144, -0.479, 3.226], [-6.229, -0.731, 1.141], [-1.834, -0.747, 1.308], [-1.264, -0.309, -0.841], [-3.984, -6.989, 1.525], [-2.196, 7.544, -0.506], [0.387, -0.309, 0.714], [6.599, -3.049, 0.243], [3.737, 5.053, 0.654], [-1.489, 4.184, 8.819], [-0.156, 3.274, 7.233], [3.139, -4.117, -4.149], [2.240, 6.650, 0.451], [-1.594, 6.944, -2.627], [1.828, -5.278, -5.511], [-2.428, 5.397, -1.324], [0.988, 0.111, -0.552], [-6.950, -0.090, 2.080], [2.201, -0.713, -0.891], [2.071, -4.480, -4.406], [5.578, 5.697, -0.629], [0.428, -5.508, -5.717], [-0.135, 5.219, -3.417], [-0.149, 0.061, -1.576], [4.584, 6.125, 0.461], [-7.116, 2.559, -0.169], [-0.730, -6.008, 2.206], [-4.119, -6.145, 2.604], [3.541, 7.181, 0.255], [-2.026, 6.679, -1.395], [-2.472, 4.897, -2.612], [5.282, -4.961, 0.839], [0.177, 1.394, 5.738], [-2.633, -6.959, 1.060], [-7.451, 1.103, 0.261], [-1.540, 5.804, -3.402], [-0.209, -4.617, -4.610], [-0.996, -3.431, -5.126], [2.396, 5.421, 0.904], [6.631, -4.480, 0.307], [-6.303, 0.049, 0.001], [-0.224, 2.874, 5.877], [-1.634, 3.108, 5.498], [7.067, -4.860, -1.127], [-0.997, -0.429, 0.446], [-2.085, -5.715, 1.748], [-1.254, 3.653, 7.681], [7.160, -2.617, -0.898], [0.097, 1.221, 4.664], [-5.336, 0.492, -0.239], [0.219, 5.020, -2.406], [1.378, 1.093, -0.282], [0.068, -0.702, -2.323], [2.714, -0.349, -1.781], [-6.056, 2.787, -0.282], [0.674, 5.800, -3.860], [-0.674, -6.988, 2.680], [3.531, 7.413, -0.810], [0.161, -5.206, -6.730], [2.919, -0.808, -0.077], [-0.529, 0.668, 6.141], [-1.720, 3.836, 4.691], [-3.540, 4.829, -2.819], [1.951, -1.753, -1.098], [-2.092, 3.876, -2.560], [-2.593, -6.924, -0.029], [-1.480, -2.935, -4.285], [6.406, 6.400, -0.714], [5.188, -6.032, 1.018], [-1.785, -3.799, -5.781], [-2.114, -4.798, 1.159], [-2.140, -7.861, 1.425], [7.786, -5.678, -1.088], [5.092, 5.550, -1.593], [7.490, -4.808, 0.893], [3.673, 8.122, 0.789], [5.193, 6.228, 1.359], [6.080, 4.737, -0.508], [-0.699, -5.236, -3.858], [0.011, -6.042, 1.408], [-0.086, 4.344, -4.066], [1.180, 1.358, 6.162], [-0.485, -2.784, -5.838], [-2.076, 2.144, 5.246], [-0.259, 0.999, -2.120], [4.582, -4.648, 0.064], [-6.635, -0.660, -0.758], [-0.436, -5.348, 3.022], [-1.958, 5.926, -4.401], [0.450, 3.538, 5.335], [-8.409, 0.789, -0.155], [6.243, -5.280, -1.704], [0.140, -6.547, -5.561], [-7.665, 3.336, 0.363], [-7.638, 2.661, -1.121], [4.924, -4.350, 1.667]],
  "lowdin_charge": [0.065, 0.084, 0.115, 0.083, 0.131, 0.138, 0.130, 0.084, 0.136, 0.084, 0.104, 0.081, 0.048, 0.109, 0.062, 0.079, 0.045, 0.069, 0.138, 0.197, 0.095, 0.101, 0.045, 0.073, -0.303, -0.527, -0.030, -0.622, -0.016, -0.081, -0.019, -0.106, -0.354, -0.012, -0.047, -0.572, -0.089, -0.502, -0.130, -0.013, -0.003, -0.099, -0.307, -0.322, -0.276, -0.024, -0.479, -0.306, -0.105, -0.306, -0.157, -0.103, -0.484, -0.301, -0.514, -0.543, 0.089, 0.131, 0.093, 0.150, 0.128, 0.095, 0.079, 0.084, 0.089, 0.136, 0.129, 0.090, 0.095, 0.143, 0.141, 0.083, 0.128, 0.134, 0.085, 0.084, 0.088, 0.085, 0.161, 0.128, 0.132, 0.084, 0.147, 0.142, 0.150, 0.087, 0.151, 0.099, 0.086, 0.089, 0.098, 0.136, 0.132, 0.081, 0.130, 0.097, 0.159, 0.159, 0.151, 0.130, 0.126, 0.085, 0.072, 0.086]
}